Entry from the Open Molecules 2025 dataset: 9 unconnected molecules or ions with the total composition C48H79BN7O9 at a distorted geometry (wB97M-V/def2-TZVPD).

- HOMO level (eV) = -9.76
- calculated total energy (eV) = -80586.4170
- total charge = +1
- energy above the lowest of the compared OMol25 structures with the same formula, charge and spin (kcal per mole) = 85.1

XYZ file:
```
144
Properties=species:S:1:pos:R:3:forces:R:3
C 2.362 18.683 -13.473 1.985 1.880 0.761
C 1.349 17.689 -13.774 -0.358 -2.243 0.838
C 1.953 16.215 -13.603 -1.107 0.973 -0.886
C 0.816 15.281 -13.928 1.256 -0.674 -1.106
N 1.343 13.820 -14.132 -1.896 -1.456 0.200
C 1.886 13.166 -12.822 0.921 1.260 -0.758
C 1.703 11.603 -12.898 0.313 2.247 0.100
C 0.441 11.518 -13.726 -0.484 -0.120 -2.515
C 0.154 12.945 -14.282 -2.172 -0.308 0.969
C 2.258 13.558 -15.350 -0.734 1.391 -0.514
C 1.944 14.484 -16.564 -1.233 1.546 1.327
C 2.772 14.331 -17.774 1.526 -0.609 -0.163
H 2.972 18.876 -14.355 0.141 0.189 0.073
H 3.038 18.404 -12.664 0.124 -0.433 -0.163
H 2.002 19.629 -13.069 -0.398 0.140 -0.496
H 0.940 17.895 -14.763 -0.038 -0.586 -0.162
H 0.514 17.766 -13.078 -0.192 -0.045 0.104
H 2.321 15.962 -12.609 -0.094 0.628 0.309
H 2.805 16.063 -14.266 -0.009 0.138 -0.227
H 0.344 15.536 -14.877 0.164 -0.050 -0.077
H 0.018 15.398 -13.195 0.187 -0.989 0.361
H 2.889 13.587 -12.886 0.387 -0.640 0.964
H 1.314 13.699 -12.063 0.037 -0.503 0.326
H 2.569 11.217 -13.436 -0.141 -0.225 0.040
H 1.676 11.141 -11.911 -0.116 0.269 -0.028
H 0.638 10.857 -14.570 -0.068 -0.214 -0.033
H -0.516 11.185 -13.326 0.456 -0.104 0.670
H -0.425 13.092 -15.194 0.870 -0.471 -0.707
H -0.622 13.294 -13.600 0.298 0.537 0.569
H 2.108 12.528 -15.670 0.178 -0.091 0.457
H 3.276 13.752 -15.011 0.042 -0.213 -0.125
H 2.001 15.518 -16.225 0.339 0.127 0.175
H 0.936 14.487 -16.978 -0.572 -0.848 0.766
H 3.810 14.594 -17.573 0.215 -0.287 -0.038
H 2.468 15.007 -18.572 -0.299 -0.363 -0.019
H 2.700 13.274 -18.028 0.306 0.103 -0.792
C 5.358 21.077 -2.890 0.099 -0.842 -0.055
C 6.259 19.941 -3.515 -1.051 0.878 -0.154
C 5.518 18.857 -4.362 -0.815 0.915 2.158
C 6.332 17.697 -4.787 0.326 1.147 -1.881
N 5.493 16.795 -5.698 1.414 -0.542 1.724
C 6.453 15.592 -5.942 -1.667 -0.370 -0.003
C 6.956 15.667 -7.368 0.253 0.303 0.608
C 5.831 16.403 -8.074 -1.031 0.251 -0.922
C 5.202 17.423 -7.063 1.549 -0.951 0.498
C 4.214 16.306 -4.958 0.846 -0.727 -1.562
C 4.490 15.606 -3.628 1.665 1.605 -0.655
C 3.272 14.945 -3.131 -0.409 -0.314 0.351
H 4.842 20.708 -2.003 -0.341 0.010 -0.168
H 4.664 21.512 -3.609 -0.226 -0.390 -0.074
H 5.933 21.939 -2.550 0.469 -0.259 -0.013
H 6.778 19.445 -2.695 0.431 0.153 -0.167
H 6.905 20.547 -4.151 0.646 -0.676 -0.125
H 4.911 19.361 -5.114 0.186 -0.220 -0.389
H 4.854 18.294 -3.707 -0.837 0.913 0.432
H 6.744 17.167 -3.929 -0.266 -0.232 -0.239
H 7.145 18.054 -5.419 0.383 -0.391 -0.061
H 5.754 14.760 -5.858 0.333 -0.300 -0.253
H 7.163 15.445 -5.127 0.032 0.464 -0.222
H 7.120 14.629 -7.655 -0.262 0.067 -0.448
H 7.914 16.164 -7.518 -0.010 0.236 0.384
H 5.131 15.689 -8.507 -0.420 -0.025 0.425
H 6.166 16.954 -8.953 0.161 0.123 0.088
H 4.157 17.735 -7.084 0.112 -0.436 -0.420
H 5.831 18.311 -7.126 -0.244 0.083 0.212
H 3.819 15.541 -5.626 0.138 -0.099 -0.089
H 3.461 17.088 -5.059 0.205 0.256 0.807
H 4.840 16.328 -2.890 0.195 0.063 0.064
H 5.287 14.871 -3.742 0.058 0.165 -0.343
H 3.582 14.002 -2.681 -0.541 -0.014 0.172
H 2.636 14.763 -3.999 -0.557 -0.188 0.599
H 2.879 15.630 -2.381 -0.853 -0.537 -0.104
O 3.037 19.121 -10.392 -1.515 -2.429 0.723
C 2.414 18.146 -9.965 1.938 2.635 -0.597
O 2.961 17.038 -9.494 0.360 0.197 -0.173
B 1.917 16.206 -8.945 -0.193 -0.356 0.166
O 0.654 16.833 -9.368 0.175 -1.122 1.239
C 0.916 18.030 -9.760 -4.085 3.366 -1.937
O 0.021 18.870 -10.027 3.335 -2.059 0.786
O 2.070 15.964 -7.496 -0.022 3.122 -2.224
C 1.960 14.704 -7.299 -0.372 -0.599 -1.303
O 1.996 14.281 -6.219 -0.034 -2.787 3.469
C 1.833 13.987 -8.662 -0.590 -7.955 4.208
O 1.935 14.845 -9.511 0.382 3.373 -5.043
O 1.709 12.729 -8.791 0.504 4.087 0.185
N 4.641 11.845 -6.689 0.440 0.927 0.358
C 5.969 11.993 -6.946 0.714 -0.006 1.521
C 6.568 12.329 -5.712 0.640 -0.354 -1.918
C 5.595 12.456 -4.703 -0.337 -0.731 -2.164
C 4.396 12.178 -5.386 -0.466 0.096 1.417
H 3.990 11.656 -7.438 -0.349 0.051 0.423
H 6.336 11.765 -7.936 0.282 0.017 0.197
H 7.633 12.442 -5.568 0.038 -0.018 -0.045
H 5.950 12.621 -3.696 -1.004 0.071 0.207
H 3.380 12.234 -5.023 0.026 -0.216 -0.004
N -2.543 14.586 -11.547 2.109 -0.634 0.795
C -3.086 13.434 -11.925 -1.057 -2.123 -1.151
C -2.342 12.359 -11.453 -1.140 -0.542 0.109
C -1.318 12.856 -10.662 0.829 2.249 -0.560
C -1.393 14.242 -10.815 -0.106 0.818 0.373
H -2.862 15.492 -11.859 0.149 0.201 0.351
H -3.956 13.395 -12.564 -0.051 0.093 0.147
H -2.529 11.296 -11.490 -0.504 0.131 -0.427
H -0.553 12.312 -10.129 -0.044 0.104 0.033
H -0.752 15.038 -10.466 -0.099 -0.083 0.248
N 3.360 20.593 -8.044 -0.599 -0.724 2.848
C 4.654 20.764 -7.674 1.946 1.321 -1.852
C 4.746 21.901 -6.872 0.846 -1.594 0.165
C 3.443 22.145 -6.409 0.437 0.473 0.225
C 2.665 21.262 -7.071 -2.947 0.540 -0.740
H 2.934 19.875 -8.613 0.590 0.316 0.159
H 5.404 20.168 -8.173 0.243 0.481 -0.193
H 5.632 22.438 -6.568 0.097 -0.314 -0.018
H 3.202 22.909 -5.686 -0.386 -0.234 -0.085
H 1.604 21.089 -6.965 -0.064 0.241 -0.200
N 5.898 12.423 -10.540 -1.043 -1.466 1.250
C 6.977 11.590 -10.560 0.859 1.094 -0.630
C 6.574 10.296 -10.454 -0.800 -1.004 0.376
C 5.122 10.275 -10.275 2.000 1.940 0.382
C 4.818 11.621 -10.196 -1.698 0.382 -1.377
H 5.928 13.429 -10.626 -0.125 -0.377 0.247
H 7.899 12.148 -10.625 0.505 -0.891 -0.193
H 7.187 9.409 -10.396 0.172 0.226 -0.190
H 4.461 9.430 -10.147 0.130 0.161 0.071
H 3.838 12.068 -10.116 -0.105 0.043 0.080
N -2.926 18.583 -10.428 -0.781 -1.491 -0.960
C -2.887 18.328 -11.783 0.652 1.818 -0.073
C -4.139 17.944 -12.223 2.926 -1.045 -0.707
C -4.819 17.590 -11.074 -1.768 0.322 0.844
C -4.120 18.060 -9.977 0.198 -0.264 0.190
H -2.144 18.914 -9.880 -0.068 -0.224 -0.088
H -1.975 18.519 -12.330 -0.140 0.349 -0.087
H -4.289 17.685 -13.261 -0.496 0.014 0.110
H -5.768 17.087 -11.184 -0.149 0.150 0.851
H -4.287 17.963 -8.915 -0.261 0.135 -0.163
C -0.993 11.386 -6.471 0.495 -0.138 1.225
C -0.107 11.132 -5.208 -1.531 2.160 -0.424
O 0.281 12.446 -4.614 -0.140 -2.109 -0.508
H -1.573 10.483 -6.660 0.395 -0.213 -0.605
H -0.341 11.728 -7.275 -0.376 -0.198 -0.342
H -1.764 12.123 -6.248 0.276 0.302 0.077
H 0.724 10.484 -5.487 0.228 0.145 0.408
H -0.784 10.674 -4.486 0.569 -0.112 0.303
H 0.834 12.882 -5.267 0.155 0.185 -0.161
```
Forces are in eV/Å.

Entry from the Open Molecules 2025 dataset: a molecular structure, C48H79F7NaO32 at a distorted geometry (wB97M-V/def2-TZVPD).

- HOMO level (eV) = -6.32
- calculated total energy (eV) = -140018.0199
- total charge = -1

XYZ file:
```
167
Properties=species:S:1:pos:R:3:forces:R:3
Na 2.346 2.081 -2.858 -0.651 -0.664 0.346
C 1.036 1.264 1.145 -1.135 -4.420 3.610
C 0.855 1.672 -0.113 3.017 1.969 -1.354
C 0.210 0.780 -1.171 -1.262 1.166 -3.140
O 0.075 1.135 -2.427 1.102 0.421 2.234
C -0.325 -0.425 -0.815 -0.205 -1.552 3.708
C -0.287 -0.924 0.592 1.914 0.733 -1.310
C 0.588 -0.069 1.674 -1.253 2.895 -2.015
O 0.687 -0.406 2.847 0.051 -0.870 -0.349
O -0.702 -2.022 0.956 -0.612 0.032 0.243
O 1.552 2.747 -0.375 -1.337 -0.483 -2.056
H 1.607 1.845 1.853 0.030 0.266 -0.081
H -0.881 -1.026 -1.519 -0.120 0.019 -0.111
C 4.231 -1.978 -1.085 0.303 1.130 -0.418
C 3.529 -0.576 -0.918 0.006 -1.474 -0.430
C 4.431 0.535 -0.410 -0.906 -0.737 -0.118
O 3.007 -0.169 -2.158 0.551 1.389 -1.289
H 3.443 -2.658 -1.410 0.272 -0.365 0.264
H 4.849 -2.347 -0.267 -0.822 -0.006 0.690
H 5.008 -1.954 -1.849 -0.264 0.367 -0.619
H 2.608 -0.797 -0.377 0.333 0.387 1.242
H 3.907 1.479 -0.261 -0.427 -0.314 0.468
H 5.143 0.789 -1.196 0.592 -0.528 0.258
H 4.824 0.098 0.508 0.689 0.790 0.040
H 2.332 -0.760 -2.500 -0.229 -0.496 -0.053
C -3.642 4.768 -2.050 0.327 1.534 -0.448
C -3.734 4.119 -3.442 1.120 0.700 1.790
C -2.411 3.592 -3.960 0.701 0.278 -0.735
O -4.568 3.030 -3.205 -0.977 -0.557 -0.859
H -2.956 5.616 -2.035 0.586 -0.128 0.024
H -3.401 4.074 -1.245 0.113 -0.053 -0.227
H -4.562 5.296 -1.800 -0.436 -0.517 -0.016
H -4.089 4.864 -4.154 -0.595 -0.149 -0.146
H -1.674 4.366 -4.178 0.070 0.283 0.573
H -2.504 3.147 -4.950 -0.522 -0.330 -0.082
H -1.970 2.833 -3.314 0.151 0.149 0.281
H -3.996 2.291 -3.426 -0.682 -0.968 -0.104
C -5.163 -0.869 -4.022 1.032 -0.612 -0.104
C -3.690 -0.750 -3.567 -1.332 0.151 -0.729
C -2.685 -1.514 -4.355 0.327 -1.792 -0.070
O -3.388 0.599 -3.698 0.632 1.619 0.114
H -5.227 -0.682 -5.094 0.226 -0.086 -0.145
H -5.826 -0.121 -3.587 0.125 -0.299 0.506
H -5.449 -1.905 -3.845 -0.566 0.158 0.129
H -3.494 -1.081 -2.548 -0.709 -0.028 0.474
H -2.996 -2.559 -4.347 0.161 -0.298 0.049
H -1.774 -1.463 -3.759 0.402 -0.038 -0.304
H -2.464 -1.291 -5.398 -0.350 0.635 0.057
H -2.430 0.662 -3.707 0.431 0.362 0.139
C 0.050 1.152 -6.300 0.273 0.047 -0.349
C 1.550 1.045 -6.256 1.923 0.780 0.936
C 2.226 2.410 -6.363 0.366 0.643 -0.845
O 2.104 0.642 -5.000 -0.515 -0.287 0.663
H -0.354 1.435 -5.328 -0.025 -0.312 0.121
H -0.327 0.209 -6.698 -0.591 0.176 0.256
H -0.171 1.979 -6.974 -0.361 -0.215 -0.256
H 1.935 0.289 -6.941 -0.113 0.363 -0.701
H 3.204 2.463 -5.883 -0.038 -0.514 0.283
H 1.599 3.159 -5.879 -0.130 0.103 -0.047
H 2.479 2.763 -7.363 -0.595 -0.069 -0.300
H 1.680 -0.182 -4.748 -0.161 -0.388 0.611
C -1.807 -4.028 -1.289 -0.459 -0.344 -0.590
C -3.271 -3.824 -0.823 0.811 -2.180 0.220
C -3.891 -4.990 0.062 1.083 1.074 -1.055
O -3.282 -2.630 -0.125 -1.116 1.244 0.455
H -1.532 -3.149 -1.871 0.085 0.271 0.115
H -1.632 -4.851 -1.983 -0.332 -0.365 0.142
H -1.096 -4.131 -0.469 -0.187 0.034 0.157
H -3.914 -3.732 -1.698 -0.056 0.247 -0.150
H -3.222 -5.168 0.904 -0.305 0.214 0.350
H -3.937 -5.943 -0.466 -0.158 0.096 -0.291
H -4.886 -4.643 0.338 0.138 -0.278 0.372
H -2.445 -2.499 0.328 0.614 -0.081 0.113
C 0.609 3.396 4.532 0.246 0.406 0.273
C -0.455 2.381 5.017 1.244 -0.772 -1.812
C -1.526 2.242 3.922 0.025 1.094 1.298
O 0.180 1.118 5.120 0.208 -0.537 0.829
H 0.494 4.356 5.035 -0.159 0.250 -0.333
H 0.648 3.514 3.449 -0.690 0.223 -0.118
H 1.648 3.115 4.707 -0.078 -0.545 0.746
H -0.820 2.637 6.011 -0.284 0.126 -0.158
H -1.964 3.240 3.915 -0.671 -0.287 -0.589
H -2.247 1.459 4.157 -0.170 0.296 0.244
H -1.101 2.015 2.944 0.291 0.157 0.029
H -0.056 0.635 4.325 0.330 -0.323 -0.156
C 1.923 -2.755 -5.427 0.711 -1.164 1.384
C 1.025 -2.926 -4.166 -0.331 -0.198 -1.713
C 1.298 -4.107 -3.261 0.130 -0.618 0.270
O 1.091 -1.693 -3.501 0.050 0.659 0.406
H 1.626 -2.052 -6.205 -0.429 0.027 0.349
H 2.113 -3.731 -5.875 -0.211 -0.019 -0.188
H 2.890 -2.459 -5.019 0.235 0.281 -0.218
H 0.007 -3.041 -4.541 -0.347 -0.093 0.018
H 0.700 -4.141 -2.349 -0.356 0.689 0.002
H 2.313 -4.202 -2.875 0.265 0.046 -0.486
H 0.973 -5.028 -3.744 0.433 -0.111 -0.303
H 0.341 -1.663 -2.902 -0.097 0.444 0.406
C -3.351 1.271 -0.569 1.539 -0.126 -1.293
C -4.806 1.052 -0.355 0.806 2.212 -2.265
O -5.073 2.061 0.566 -2.050 0.434 0.633
C -3.973 2.477 1.194 1.255 -1.397 1.088
O -3.908 3.016 2.250 -0.498 0.779 -0.339
O -2.898 1.962 0.561 0.216 0.842 0.877
F -5.079 -0.144 0.062 -0.891 -2.398 1.606
H -3.219 1.933 -1.425 0.119 -0.337 -0.127
H -2.720 0.385 -0.638 -0.379 -0.140 -0.325
H -5.369 1.244 -1.269 -0.223 0.133 0.104
C 0.310 -2.754 5.931 -0.468 1.131 -0.639
C 1.111 -2.695 7.277 -0.631 1.270 -4.845
O 1.472 -3.988 7.410 1.095 -2.424 0.635
C 1.172 -4.735 6.299 0.314 -5.774 0.142
O 1.285 -5.988 6.179 0.122 5.070 1.074
O 0.644 -4.004 5.364 0.167 0.540 -0.828
F 0.276 -2.275 8.174 -1.581 0.584 3.004
H 0.499 -1.937 5.234 0.526 -0.108 -0.067
H -0.778 -2.763 5.994 0.052 0.137 0.924
H 1.915 -1.968 7.165 0.548 -0.433 0.535
C -3.499 -1.001 2.896 1.769 0.011 -0.952
C -2.507 -1.946 3.534 0.250 1.484 -0.220
O -3.150 -3.178 3.422 1.694 -0.943 0.338
C -4.425 -3.003 3.118 -3.681 -1.730 0.034
O -5.306 -3.846 3.036 2.335 1.089 0.202
O -4.699 -1.720 2.984 -0.799 1.692 -0.295
F -2.330 -1.582 4.845 -0.211 -0.455 0.721
H -3.159 -0.918 1.864 -0.483 -0.059 -0.424
H -3.419 0.018 3.274 -0.890 -0.304 0.565
H -1.518 -1.879 3.081 -0.072 -0.728 -0.134
C 1.113 6.105 -0.218 -0.700 -0.884 0.527
C 0.014 5.641 0.730 -0.656 -2.606 -1.123
O -1.078 6.424 0.394 -0.863 -0.874 0.656
C -0.640 7.519 -0.195 -3.867 3.576 -1.053
O -1.386 8.485 -0.433 2.688 -2.616 0.568
O 0.606 7.371 -0.530 2.052 2.295 -0.979
F 0.303 5.855 2.000 1.098 1.119 2.309
H 1.164 5.570 -1.166 0.174 -0.496 0.413
H 2.050 6.125 0.338 0.089 0.302 -0.373
H -0.265 4.587 0.747 -0.011 -0.044 -0.964
C 0.760 -5.137 1.841 0.292 -0.038 2.018
C 1.750 -4.111 1.305 -2.299 0.336 0.265
O 2.485 -4.879 0.398 1.923 1.063 -0.286
C 1.930 -6.065 0.199 -1.391 -0.656 -1.085
O 2.343 -6.948 -0.495 -0.181 0.736 0.725
O 0.700 -6.013 0.781 -0.582 -2.202 -1.856
F 2.525 -3.528 2.198 1.407 -0.009 1.246
H -0.214 -4.794 2.190 0.000 0.353 -0.673
H 1.116 -5.776 2.649 0.592 0.686 0.675
H 1.181 -3.275 0.898 0.169 -0.215 -1.060
C 4.205 3.727 2.600 -0.683 -0.254 -0.196
C 4.637 3.764 1.119 -3.580 -3.190 1.627
O 5.796 3.018 1.129 0.249 0.186 -1.130
C 6.333 3.184 2.327 5.555 -0.587 2.587
O 7.528 2.986 2.601 -3.660 0.363 -1.062
O 5.461 3.636 3.230 0.384 -0.422 0.105
F 4.791 5.006 0.869 1.726 4.711 -1.720
H 3.582 2.867 2.848 -0.007 -0.030 0.034
H 3.759 4.658 2.951 -0.260 -0.133 -0.364
H 3.910 3.395 0.396 0.087 -0.605 0.166
C 3.296 -0.061 4.876 -2.456 -0.533 -0.764
C 3.835 -0.406 3.502 -1.659 -1.093 1.385
O 4.145 -1.807 3.661 0.005 0.424 -0.145
C 4.077 -2.157 4.988 2.418 -2.875 0.306
O 4.398 -3.250 5.467 -1.352 2.901 -1.729
O 3.799 -1.097 5.701 -0.472 0.816 1.472
F 4.868 0.380 3.355 3.424 1.012 -1.178
H 2.220 -0.196 4.772 -0.223 0.167 0.475
H 3.450 0.940 5.278 0.596 -0.304 -0.157
H 3.209 -0.261 2.622 -0.346 -0.385 0.287
```
Forces are in eV/Å.

no.,orbital gap (eV)
1,7.14
2,7.15